{
  "formula": "C39H31CaCl2N8O3",
  "method": "the ωB97M-V functional and the def2-TZVPD basis",
  "symbols": ["Ca", "C", "C", "C", "C", "C", "N", "C", "C", "C", "C", "C", "C", "C", "N", "C", "C", "C", "N", "C", "C", "N", "C", "C", "C", "N", "H", "H", "H", "H", "H", "H", "H", "H", "H", "H", "H", "H", "H", "H", "H", "H", "H", "H", "O", "C", "N", "C", "C", "C", "C", "C", "C", "N", "C", "C", "C", "C", "C", "N", "H", "H", "H", "H", "H", "H", "H", "H", "H", "H", "Cl", "C", "C", "C", "Cl", "C", "O", "C", "C", "O", "C", "H", "H", "H"],
  "positions_angstrom": [[0.02423, 0.04735, 0.85739], [5.85416, -0.67241, -1.87172], [4.37643, -0.73642, -2.05576], [3.67138, -0.06075, -3.05008], [2.29383, -0.07074, -2.96148], [1.60048, -0.72597, -1.86600], [0.24256, -0.42446, -1.59491], [-0.66124, -0.62984, -2.67308], [-0.79926, -1.86251, -3.32180], [-2.01855, -2.31218, -3.92670], [-3.18010, -1.46738, -3.96873], [-4.61021, -1.86760, -4.29765], [-2.98546, -0.18496, -3.46681], [-1.77538, 0.31315, -2.96587], [-1.70864, 1.64022, -2.65288], [-0.57020, 2.32326, -2.09303], [-0.89500, 3.67694, -2.12577], [-2.20224, 3.76974, -2.69291], [-2.65748, 2.54603, -3.05935], [2.35013, -1.57162, -1.04882], [3.79877, -1.58600, -1.13493], [1.72149, -2.54173, -0.15617], [2.20429, -3.81172, 0.11958], [1.46141, -4.36313, 1.13909], [0.52209, -3.34922, 1.50323], [0.67540, -2.21966, 0.69333], [6.13234, -0.39653, -0.84062], [6.39293, 0.06667, -2.53247], [6.43770, -1.61446, -2.11297], [4.23366, 0.43146, -3.84466], [1.65481, 0.37111, -3.69251], [-0.06175, -2.68052, -3.05691], [-1.94154, -3.28067, -4.42537], [-4.87302, -2.91610, -4.03657], [-4.79842, -1.72006, -5.32723], [-5.31478, -1.22195, -3.73424], [-3.80355, 0.53254, -3.56431], [0.33489, 1.85002, -1.69467], [-0.28976, 4.47798, -1.68257], [-2.88188, 4.66339, -2.58603], [4.38256, -1.98848, -0.33617], [3.05966, -4.23663, -0.39732], [1.58413, -5.33531, 1.56332], [-0.26464, -3.31042, 2.27427], [-3.71309, 2.58895, 0.88256], [-2.65418, 1.96486, 1.12945], [-2.36587, 0.67723, 0.88273], [-3.49546, -0.06594, 0.39377], [-3.43735, -1.50550, 0.78554], [-3.50744, -1.97364, 2.11818], [-3.47572, -3.38086, 2.28386], [-3.43451, -4.18050, 1.17165], [-3.33175, -3.59787, -0.10299], [-3.47936, -2.30232, -0.31048], [-1.58821, 2.81900, 1.78828], [-2.03229, 4.04689, 2.39971], [-1.06974, 4.93452, 2.85817], [0.25303, 4.72874, 2.44092], [0.61182, 3.53544, 1.90725], [-0.27345, 2.54268, 1.69920], [-3.56561, 0.06940, -0.73540], [-4.39932, 0.42779, 0.83944], [-3.59295, -1.27246, 2.95976], [-3.35656, -3.87489, 3.23658], [-3.31641, -5.28166, 1.24872], [-3.12248, -4.17671, -0.99192], [-3.11412, 4.10164, 2.59142], [-1.32326, 5.78369, 3.48144], [0.97716, 5.56064, 2.41333], [1.66090, 3.27019, 1.73983], [5.15157, 2.11329, 6.00248], [4.29302, 1.78243, 4.54883], [4.81230, 2.00888, 3.27942], [3.95407, 1.82768, 2.21966], [4.25503, 2.64708, 0.75734], [2.78251, 0.92968, 2.30537], [2.32382, 0.50905, 1.19990], [2.25116, 0.75675, 3.62339], [1.05765, -0.00927, 3.95646], [0.30345, -0.46408, 3.09600], [2.95300, 1.35738, 4.69933], [5.89087, 2.45098, 3.07602], [0.82372, -0.19267, 5.08789], [2.57776, 1.29309, 5.73573]],
  "total_charge": -1,
  "energy_ha": -3766.643560,
  "spin_multiplicity": 1,
  "de_lowest_ev": 1.511,
  "e_homo_ev": -3.96
}